A:
Molecular formula: C4H10I2N
Method: DFT, the ωB97M-V functional and the def2-TZVPD basis

Each line ends with the Mulliken charge.
Atoms and positions in Å:
1 C 0.33 -1.43 -0.07  -0.93
2 C 0.05 0.59 -1.42  -1.13
3 C 0.44 0.96 0.98  -0.95
4 C -2.74 0.04 0.70  -0.63
5 N 0.10 -0.02 -0.10  0.15
6 I -3.18 1.86 -0.13  0.38
7 I -3.38 -1.69 -0.12  0.42
8 H -0.42 -1.82 -0.73  0.35
9 H 1.42 -1.53 -0.22  0.38
10 H 0.25 -1.78 1.00  0.26
11 H -0.20 1.60 -1.24  0.39
12 H 0.94 0.35 -1.84  0.42
13 H -0.67 0.02 -1.94  0.36
14 H 1.47 1.50 0.77  0.28
15 H -0.22 1.72 0.86  0.37
16 H 0.26 0.40 1.83  0.37
17 H -2.23 0.11 1.56  0.52

Frontier orbital gap (hartree): 0.21015
Net charge: +1
HOMO energy (eV): -12.24
LUMO level (eV): -6.521

B:
Molecular formula: C4H10I2N
Method: DFT, the ωB97M-V functional and the def2-TZVPD basis

Each line ends with the Mulliken charge.
Atoms and positions in Å:
1 C -0.20 0.64 2.42  -1.24
2 C 0.45 -0.20 1.26  -0.27
3 C -0.42 -0.69 -1.18  -0.71
4 C 0.39 -0.08 -2.41  -0.83
5 N -0.33 0.25 0.02  -0.23
6 I 2.19 0.83 -1.82  0.20
7 I 0.50 -1.71 -3.88  0.20
8 H -1.23 0.62 2.14  0.37
9 H -0.26 0.16 3.34  0.40
10 H 0.11 1.62 2.56  0.38
11 H 0.14 -1.23 1.27  0.42
12 H 1.50 0.03 1.33  0.25
13 H 0.16 -1.62 -0.89  0.39
14 H -1.47 -0.93 -1.44  0.39
15 H -0.32 0.63 -2.87  0.56
16 H -1.32 0.42 0.32  0.40
17 H 0.11 1.26 -0.18  0.34

Frontier orbital gap (hartree): 0.34238
Net charge: +1
HOMO energy (eV): -13.13
LUMO level (eV): -3.814

Which structure is the most stable? The one labeled B.

A:
Molecular formula: CH3NO4
Method: DFT, the ωB97M-V functional and the def2-TZVPD basis

Each line ends with the Mulliken charge.
Atoms and positions in Å:
1 C -0.18 0.32 -0.22  -0.03
2 N 1.60 -0.03 -0.10  0.68
3 O -0.55 -0.87 0.27  -0.22
4 O -2.14 -0.39 0.07  -0.37
5 O 2.06 -0.80 -0.92  -0.47
6 O 2.19 0.57 0.77  -0.50
7 H -2.39 -0.47 1.00  0.36
8 H -0.31 0.48 -1.30  0.26
9 H -0.29 1.19 0.43  0.28

Frontier orbital gap (hartree): 0.33092
Net charge: 0
HOMO energy (eV): -10.48
LUMO level (eV): -1.473

B:
Molecular formula: CH3NO4
Method: DFT, the ωB97M-V functional and the def2-TZVPD basis

Each line ends with the Mulliken charge.
Atoms and positions in Å:
1 C -1.34 0.12 -0.45  0.65
2 N -0.61 -0.12 0.51  -0.36
3 O -2.05 0.45 -1.26  -0.29
4 O -1.00 -0.78 1.69  -0.38
5 O 1.63 -0.01 -0.84  -0.24
6 O 0.74 0.97 -1.40  -0.65
7 H 0.84 -0.35 -0.26  0.55
8 H -0.27 -0.92 2.30  0.32
9 H 2.05 0.64 -0.29  0.41

Frontier orbital gap (hartree): 0.33957
Net charge: 0
HOMO energy (eV): -9.30
LUMO level (eV): -0.062

Which structure is the most stable? The one labeled B.

A:
Molecular formula: C5H14NO2
Method: DFT, the ωB97M-V functional and the def2-TZVPD basis

Each line ends with the Mulliken charge.
Atoms and positions in Å:
1 C 0.93 1.58 1.43  -1.25
2 C 1.43 0.53 0.42  -0.67
3 N 0.30 -0.25 -0.07  0.68
4 C 0.09 -1.41 0.81  -1.35
5 C 0.38 -0.62 -1.48  -0.75
6 C -1.01 -1.33 -1.93  -0.52
7 O -0.97 -2.63 -2.13  -0.88
8 H 1.72 2.29 1.66  0.38
9 H 0.33 1.17 2.24  0.30
10 H 0.24 2.09 0.77  0.30
11 H 1.87 1.04 -0.44  0.33
12 H 2.30 0.03 0.86  0.35
13 H 0.95 -1.97 1.19  0.32
14 H -0.38 -2.20 0.20  0.45
15 H -0.74 -1.15 1.46  0.30
16 H 0.42 0.26 -2.10  0.50
17 H 1.18 -1.35 -1.69  0.28
18 H -1.46 -0.67 -2.72  0.25
19 H -1.63 -1.03 -1.02  0.10
20 H -1.37 1.47 0.57  0.25
21 H -2.59 2.34 0.74  0.26
22 O -1.96 1.82 1.25  -0.64

Frontier orbital gap (hartree): 0.21540
Net charge: -1
HOMO energy (eV): -2.36
LUMO level (eV): 3.504

B:
Molecular formula: C5H14NO2
Method: DFT, the ωB97M-V functional and the def2-TZVPD basis

Each line ends with the Mulliken charge.
Atoms and positions in Å:
1 C 0.48 2.31 0.09  -0.90
2 N -0.36 1.20 0.60  -0.41
3 C -0.02 -1.04 -2.47  -1.25
4 C 0.48 -0.50 -1.09  -0.43
5 C -0.65 0.05 -0.27  0.26
6 C -1.09 -1.12 0.79  -0.76
7 O -0.01 -1.61 1.43  -0.81
8 H 1.22 2.67 0.81  0.28
9 H -0.26 3.12 -0.05  0.25
10 H 0.93 2.06 -0.87  0.29
11 H -0.02 0.94 1.52  0.33
12 H 0.79 -1.53 -3.02  0.39
13 H -0.88 -1.67 -2.25  0.28
14 H -0.43 -0.20 -3.08  0.28
15 H 1.00 -1.34 -0.63  0.30
16 H 1.23 0.24 -1.40  0.23
17 H -1.53 0.39 -0.85  0.20
18 H -1.85 -0.64 1.43  0.35
19 H -1.54 -1.87 0.10  0.37
20 H 1.54 -0.14 3.21  0.24
21 H 0.33 -0.89 2.53  0.33
22 O 0.65 -0.43 3.48  -0.83

Frontier orbital gap (hartree): 0.27728
Net charge: -1
HOMO energy (eV): -3.63
LUMO level (eV): 3.918

C:
Molecular formula: C5H14NO2
Method: DFT, the ωB97M-V functional and the def2-TZVPD basis

Each line ends with the Mulliken charge.
Atoms and positions in Å:
1 C -0.91 0.82 -0.33  -0.31
2 O -2.03 0.50 -0.97  -0.90
3 C 0.36 -0.14 -0.46  -0.38
4 C -0.13 -1.54 -0.04  0.68
5 C -0.87 -1.67 1.34  -1.39
6 C 0.91 -2.63 -0.22  -1.63
7 N 1.53 0.44 0.18  -0.39
8 H -0.45 1.73 -0.80  -0.05
9 H -1.09 0.85 0.77  0.23
10 H 0.65 -0.22 -1.51  0.45
11 H -0.95 -1.66 -0.76  0.19
12 H -0.49 -0.90 2.01  0.28
13 H -1.90 -1.38 1.11  0.33
14 H -0.91 -2.72 1.62  0.42
15 H 0.50 -3.64 -0.07  0.43
16 H 1.77 -2.48 0.44  0.31
17 H 1.30 -2.70 -1.25  0.37
18 H 2.38 0.20 -0.30  0.21
19 H 1.66 0.35 1.18  0.18
20 H 1.40 3.10 0.11  0.34
21 H -0.01 3.18 -0.23  0.38
22 O 0.67 3.74 0.18  -0.74

Frontier orbital gap (hartree): 0.22960
Net charge: -1
HOMO energy (eV): -2.59
LUMO level (eV): 3.657

Which structure is the most stable? The one labeled B.